Density functional theory data (ωB97M-V/def2-TZVPD) for a cluster of 12 separate species, C43H96O36S5 in total.

Atoms and positions in Å:
H  19.329  19.289  19.662
C  18.916  15.020  12.294
C  14.054  11.699  16.946
C  9.955  11.514  18.887
O  19.331  16.832  22.333
H  16.071  18.864  22.570
H  15.215  20.267  20.203
O  15.415  17.668  19.752
H  14.300  26.482  19.503
H  15.024  17.122  9.704
H  20.512  18.959  22.470
O  18.992  19.850  14.105
H  18.873  22.032  16.413
O  15.085  11.541  17.970
C  9.721  12.976  18.687
H  14.087  9.687  15.975
C  17.213  10.818  16.584
O  20.112  23.521  20.341
H  20.056  17.824  20.408
H  13.031  9.845  17.441
O  18.431  18.872  22.249
H  20.575  12.570  18.401
H  15.241  17.490  23.359
H  9.526  11.130  19.848
H  12.360  18.664  17.973
H  15.436  23.574  19.530
C  18.602  21.303  17.160
H  20.542  13.578  19.858
H  16.761  10.828  15.626
H  18.713  22.184  24.433
H  16.352  18.561  24.260
H  21.638  12.516  23.113
H  18.093  15.508  11.742
C  18.416  15.433  18.538
O  17.175  17.146  22.817
O  22.012  10.408  19.513
H  14.456  25.466  18.001
C  18.434  17.564  22.492
H  21.076  19.238  20.170
H  24.015  20.509  24.581
H  15.461  21.279  18.762
H  22.769  15.287  23.770
C  14.073  16.663  9.912
C  17.963  19.548  14.577
H  17.103  9.832  16.970
H  20.329  13.180  22.114
C  20.768  12.191  22.568
H  11.621  19.548  15.568
S  23.193  18.422  24.072
C  20.506  12.574  19.471
H  18.169  20.613  23.636
H  14.051  15.584  9.636
H  19.185  12.120  24.281
C  22.331  15.687  15.753
C  13.461  10.374  16.579
O  20.763  15.208  13.811
H  18.285  10.978  16.377
H  11.035  11.443  18.813
C  14.753  24.417  19.808
H  11.329  22.376  18.853
H  22.817  16.301  15.050
H  14.807  24.542  20.903
H  21.379  24.406  18.973
H  18.973  15.763  19.428
O  13.601  20.470  13.901
H  14.302  19.928  18.770
C  11.833  21.876  19.673
H  24.436  16.533  22.821
C  15.261  20.282  19.155
C  19.763  19.322  21.810
H  18.419  14.362  18.545
O  16.895  19.161  13.902
S  16.529  12.091  17.607
O  16.172  15.896  13.900
H  22.185  16.102  16.722
H  10.005  13.230  17.686
C  15.505  22.272  14.651
C  20.042  15.911  12.785
S  12.682  23.032  20.750
O  15.062  16.333  12.054
H  8.725  13.325  18.826
H  12.763  17.096  17.009
C  14.840  25.672  18.988
C  16.484  16.258  15.240
H  17.124  18.012  12.292
O  20.076  14.224  15.925
O  12.127  14.181  18.211
H  16.575  22.243  14.780
C  16.198  18.145  18.977
C  17.013  15.929  18.515
H  23.360  20.430  22.965
O  13.346  24.000  19.667
C  12.176  17.996  17.048
H  16.527  15.766  19.457
C  19.708  11.510  23.541
O  13.572  19.726  16.065
C  13.956  14.635  20.241
H  12.634  10.623  15.854
H  13.381  12.425  17.362
H  14.552  13.893  19.672
C  22.501  15.544  22.759
H  16.925  21.599  24.309
O  18.904  22.830  22.000
H  17.085  17.158  15.385
H  11.149  21.433  20.348
O  13.672  22.361  21.527
H  17.018  21.900  21.848
H  15.379  21.975  13.621
C  12.431  18.827  15.770
H  21.467  15.870  22.713
O  16.438  13.318  16.849
H  20.752  15.951  12.016
H  17.123  15.527  15.742
H  15.883  25.972  18.793
H  19.509  12.140  19.674
H  18.891  15.718  17.610
H  20.099  23.204  18.357
O  11.632  23.823  21.401
H  12.505  21.101  19.305
H  15.574  16.386  15.799
C  13.982  20.480  15.050
O  14.961  21.344  15.556
H  22.754  14.741  15.760
C  17.930  21.693  23.870
H  14.108  15.539  19.762
H  9.478  10.912  18.038
C  11.830  14.018  19.353
H  22.683  14.650  22.154
O  22.792  12.511  20.580
O  19.842  16.611  15.480
C  24.026  19.937  23.700
C  17.635  22.481  22.576
C  18.847  23.207  20.712
O  14.075  16.820  14.030
H  19.655  19.593  16.275
H  12.635  18.380  14.799
C  20.060  18.897  20.432
C  16.169  18.071  23.321
H  19.133  21.413  18.083
H  17.124  23.458  22.753
O  17.642  19.476  15.896
O  21.880  18.747  24.620
O  17.119  17.414  18.360
C  23.466  16.572  22.289
O  17.881  23.218  19.987
H  17.744  19.683  12.115
H  19.696  24.908  18.876
O  17.341  12.043  18.827
H  13.835  17.893  11.514
H  16.366  15.563  17.711
H  18.502  19.233  17.664
S  21.758  11.588  20.249
H  23.602  16.601  21.189
H  25.034  19.755  23.245
C  13.896  16.813  11.426
H  13.012  16.275  11.720
S  20.578  15.430  15.331
H  11.122  17.681  17.023
H  19.775  16.924  13.032
C  16.923  19.057  12.509
O  10.498  13.643  19.714
C  20.306  24.012  19.056
O  22.982  17.900  22.648
H  18.921  11.066  22.900
H  17.536  21.483  17.345
H  20.106  10.656  24.086
C  18.699  19.853  16.753
H  15.988  19.397  12.055
O  24.093  17.640  24.866
H  18.344  14.590  13.154
H  15.139  23.282  14.875
H  19.770  20.378  21.869
C  15.036  16.396  13.430
O  16.327  19.439  18.635
O  21.009  11.174  21.593
H  14.482  12.230  16.083
H  14.315  14.721  21.275
H  19.315  14.205  11.758
O  12.539  14.274  20.423
H  13.241  17.150  9.458

Output
- F_max: 0.0794 hartree/bohr
- SMILES: CCOS(C)(=O)=O.CCOS(C)(=O)=O.CCOS(C)(=O)=O.CCOS(C)(=O)=O.CCOS(C)(=O)=O.CCOC(=O)OC.CCOC(=O)OC.CCOC(=O)OC.CCOC(=O)OC.CCOC(=O)OC.CCOC(=O)OC.CCOC(=O)OC
- HOMO level: -10.6 eV
- 2S+1: 1